Entry 1:
The following is a quantum chemistry calculation of a molecular structure, C3H2Br3O2 in a non-equilibrium geometry, from the OMol25 dataset.

For the frontier orbital gap, the calculation gives 8.14 eV. For the energy above the lowest of the compared OMol25 structures with the same formula, charge and spin, the calculation gives 5.70 kcal per mole.

ORCA input file:
```
! RIJCOSX wB97M-V def2-TZVPD def2/J DEFGRID3
* xyz -1 1
C -0.037 -0.132 1.582
C -0.069 -0.472 -1.043
C 0.290 0.489 -0.030
O -0.888 0.537 2.137
O 0.554 -1.112 1.918
Br -2.050 -0.469 -1.359
Br 2.197 0.714 -0.309
Br -0.486 2.251 -0.274
H 0.219 -1.401 -0.595
H 0.269 -0.405 -2.027
*
```

---

Entry 2:
The following is a quantum chemistry calculation of 2 unconnected molecules or ions with the total composition C3H2BrF3 in a non-equilibrium geometry, from the OMol25 dataset.

For the frontier orbital gap (spin up / spin down), the calculation gives 8.92 / 7.92 eV. For the energy above the lowest of the compared OMol25 structures with the same formula, charge and spin, the calculation gives 0.00 kcal per mole. Its expectation value of S² is 2.10.

ORCA input file:
```
! RIJCOSX wB97M-V def2-TZVPD def2/J DEFGRID3
* xyz 0 3
C 0.737 -0.797 1.808
C -0.259 0.518 -1.239
C -0.094 -0.532 0.669
F 1.333 0.203 2.392
F -0.427 1.797 -0.901
F -0.638 -1.654 0.139
Br 1.380 0.244 -2.132
H -0.901 0.156 0.958
H -1.131 0.065 -1.695
*
```

---

Entry 3:
The following is a quantum chemistry calculation of a single C3H2BrI molecule in a non-equilibrium geometry, from the OMol25 dataset.

As for the SMILES: BrC1=C[C@H]1I. For the frontier orbital gap, the calculation gives 7.92 eV. For the energy above the lowest of the compared OMol25 structures with the same formula, charge and spin, the calculation gives 47.46 kcal per mole.

ORCA input file:
```
! RIJCOSX wB97M-V def2-TZVPD def2/J DEFGRID3
* xyz 0 1
C 0.174 0.356 -0.551
C -0.886 0.323 0.529
C -0.190 -0.871 0.275
Br -0.443 -2.524 0.069
I 2.083 1.627 -0.134
H 0.102 0.255 -1.642
H -0.839 0.834 1.454
*
```

---

Entry 4:
The following is a quantum chemistry calculation of 2 unconnected molecules or ions with the total composition C3H2BrNO2 in a non-equilibrium geometry, from the OMol25 dataset.

For the frontier orbital gap (spin up / spin down), the calculation gives 7.88 / 5.51 eV. For the energy above the lowest of the compared OMol25 structures with the same formula, charge and spin, the calculation gives 50.29 kcal per mole. Its expectation value of S² is 2.01.

ORCA input file:
```
! RIJCOSX wB97M-V def2-TZVPD def2/J DEFGRID3
* xyz 0 3
C -0.836 0.991 -0.936
C 0.460 -0.747 1.021
C 0.597 -1.444 -0.052
N -0.170 1.870 -0.509
O -1.441 0.120 -1.464
O 0.162 -0.146 1.927
Br 0.043 2.823 1.040
H 0.477 -2.488 -0.062
H 0.708 -0.980 -0.966
*
```

---

Entry 5:
The following is a quantum chemistry calculation of 2 unconnected molecules or ions with the total composition C3H2Cl2F2 in a non-equilibrium geometry, from the OMol25 dataset.

As for the SMILES: FC(Cl)Cl.C#CF. For the frontier orbital gap, the calculation gives 11.04 eV. For the energy above the lowest of the compared OMol25 structures with the same formula, charge and spin, the calculation gives 68.93 kcal per mole.

ORCA input file:
```
! RIJCOSX wB97M-V def2-TZVPD def2/J DEFGRID3
* xyz 0 1
C 0.716 -1.322 1.512
C 1.156 -0.497 0.723
C -2.321 -1.250 0.118
F 1.562 0.063 -0.316
F -2.973 -1.658 1.269
Cl -3.533 -1.373 -1.257
Cl -1.745 0.392 0.183
H 0.195 -1.506 2.376
H -1.414 -2.004 0.088
*
```

---

Entry 6:
The following is a quantum chemistry calculation of a single C3H2Cl2F2 molecule in a non-equilibrium geometry, from the OMol25 dataset.

As for the SMILES: F/C(Cl)=C/[C@@H](F)Cl. For the frontier orbital gap, the calculation gives 10.83 eV. For the energy above the lowest of the compared OMol25 structures with the same formula, charge and spin, the calculation gives 21.47 kcal per mole.

ORCA input file:
```
! RIJCOSX wB97M-V def2-TZVPD def2/J DEFGRID3
* xyz 0 1
C -0.180 0.520 0.424
C -1.452 0.239 0.183
C 1.126 -0.281 -0.364
F -2.364 0.672 0.968
F 1.929 0.651 -0.847
Cl -2.141 -0.708 -1.120
Cl 1.951 -1.296 0.840
H 0.288 1.132 1.237
H 0.841 -0.930 -1.321
*
```

---

Entry 7:
The following is a quantum chemistry calculation of a molecular structure, C3H2Cl2N2 in a non-equilibrium geometry, from the OMol25 dataset.

For the frontier orbital gap, the calculation gives 8.64 eV. For the energy above the lowest of the compared OMol25 structures with the same formula, charge and spin, the calculation gives 162.04 kcal per mole.

ORCA input file:
```
! RIJCOSX wB97M-V def2-TZVPD def2/J DEFGRID3
* xyz 0 1
C 1.286 1.285 0.813
C 0.817 -0.617 1.141
C 0.675 1.265 -0.601
N -0.394 -0.210 0.892
N -0.197 1.192 0.589
Cl 1.240 -1.989 2.055
Cl 0.508 2.643 -1.697
H 0.769 0.414 -1.123
H -1.397 -0.509 0.942
*
```

---

Entry 8:
The following is a quantum chemistry calculation of 2 unconnected molecules or ions with the total composition C3H2Cl2N2O2 in a non-equilibrium geometry, from the OMol25 dataset.

For the frontier orbital gap (spin up / spin down), the calculation gives 7.73 / 7.73 eV. For the energy above the lowest of the compared OMol25 structures with the same formula, charge and spin, the calculation gives 59.54 kcal per mole.

ORCA input file:
```
! RIJCOSX wB97M-V def2-TZVPD def2/J DEFGRID3
* xyz 0 1
C -1.429 0.881 0.966
C -0.352 0.016 1.249
C 0.373 0.039 -0.994
N -2.291 1.552 0.671
N 1.120 -1.144 -0.790
O 0.437 -2.180 -0.655
O 2.338 -1.114 -0.686
Cl -0.716 -1.683 1.388
Cl 1.221 1.429 -1.311
H 0.513 0.310 1.675
H -0.539 -0.208 -1.314
*
```

---

Entry 9:
The following is a quantum chemistry calculation of 2 unconnected molecules or ions with the total composition C3H2Cl2O in a non-equilibrium geometry, from the OMol25 dataset.

As for the SMILES: O=C(Cl)Cl.C#C. For the frontier orbital gap, the calculation gives 10.88 eV. For the energy above the lowest of the compared OMol25 structures with the same formula, charge and spin, the calculation gives 48.76 kcal per mole.

ORCA input file:
```
! RIJCOSX wB97M-V def2-TZVPD def2/J DEFGRID3
* xyz 0 1
C -1.131 -0.404 1.465
C 0.000 -0.779 1.656
C 0.673 0.479 -1.445
O 1.230 -0.391 -0.878
Cl 0.516 0.590 -3.170
Cl -0.158 1.787 -0.661
H -1.959 0.194 1.211
H 0.829 -1.477 1.822
*
```

---

Entry 10:
The following is a quantum chemistry calculation of a single C3H2Cl2O2 molecule in a non-equilibrium geometry, from the OMol25 dataset.

As for the SMILES: O=CC(=O)C(Cl)Cl. For the frontier orbital gap, the calculation gives 9.32 eV. For the energy above the lowest of the compared OMol25 structures with the same formula, charge and spin, the calculation gives 41.80 kcal per mole.

ORCA input file:
```
! RIJCOSX wB97M-V def2-TZVPD def2/J DEFGRID3
* xyz 0 1
C 0.831 1.059 -0.557
C -0.693 1.340 -0.401
C -1.483 0.132 -0.037
O 1.643 1.894 -0.831
O -1.085 2.476 -0.451
Cl -3.134 0.468 0.594
Cl -1.311 -0.845 -1.523
H 1.234 -0.057 -0.358
H -0.913 -0.558 0.783
*
```

---

Entry 11:
The following is a quantum chemistry calculation of 2 unconnected molecules or ions with the total composition C3H2Cl2O2 in a non-equilibrium geometry, from the OMol25 dataset.

As for the SMILES: C=C(Cl)Cl.O=C=O. For the frontier orbital gap, the calculation gives 10.58 eV. For the energy above the lowest of the compared OMol25 structures with the same formula, charge and spin, the calculation gives 15.09 kcal per mole.

ORCA input file:
```
! RIJCOSX wB97M-V def2-TZVPD def2/J DEFGRID3
* xyz 0 1
C -0.117 -1.479 -3.249
C -0.239 -0.309 -0.573
C -1.004 -1.351 -0.296
O -1.181 -1.421 -3.653
O 0.988 -1.492 -3.018
Cl -0.461 -2.729 0.497
Cl -2.722 -1.365 -0.789
H 0.799 -0.442 -0.629
H -0.587 0.280 -1.360
*
```

---

Entry 12:
The following is a quantum chemistry calculation of a single C3H2Cl2O2 molecule in a non-equilibrium geometry, from the OMol25 dataset.

As for the SMILES: O=C(O)/C(Cl)=C\Cl. For the frontier orbital gap, the calculation gives 9.65 eV. For the energy above the lowest of the compared OMol25 structures with the same formula, charge and spin, the calculation gives 46.65 kcal per mole.

ORCA input file:
```
! RIJCOSX wB97M-V def2-TZVPD def2/J DEFGRID3
* xyz 0 1
C -0.153 1.109 -0.043
C -0.195 -0.399 -0.004
C 0.907 -1.135 -0.110
H -1.996 1.030 0.743
H 1.051 -2.325 -0.457
O -1.376 1.729 0.068
O 0.891 1.696 -0.247
Cl -1.599 -1.283 -0.039
Cl 2.470 -0.422 0.089
*
```